#P
2 unconnected molecules or ions with the total composition C6H17N2. Source: the Open Molecules 2025 dataset; level of theory: ωB97M-V/def2-TZVPD.

- LUMO level (Eh) = -0.1017
- HOMO (eV) = -14.5210
- charge = +1

XYZ file:
```
25
C6H17N2 ωB97M-V/def2-TZVPD
C -2.60 -2.47 0.74
C 1.96 2.28 0.20
C -0.57 2.34 0.00
C -1.15 -2.91 0.68
C 0.74 0.48 -1.19
C 0.69 1.54 -0.16
N 1.84 0.13 -1.87
N 0.62 0.15 0.38
H -2.73 -1.43 0.46
H -3.20 -3.08 0.07
H -2.99 -2.60 1.75
H 2.18 3.02 -0.57
H 1.83 2.81 1.14
H 2.81 1.62 0.29
H -0.56 3.17 -0.70
H -0.65 2.74 1.00
H -1.46 1.74 -0.21
H -1.06 -3.96 0.93
H -0.74 -2.76 -0.32
H -0.20 0.19 -1.65
H 2.74 0.50 -1.63
H 1.86 -0.74 -2.39
H -0.26 -0.19 0.76
H 1.43 -0.21 0.87
H -0.54 -2.35 1.40
```

Charges obtained by Mulliken population analysis, quoted in units of e: number 1, C, carries -0.80; number 2, C, carries -1.59; number 3, C, carries -1.50; number 4, C, carries -0.75; number 5, C, carries -0.29; number 6, C, carries 1.25; number 7, N, carries -0.41; number 8, N, carries -0.22; number 9, H, carries 0.23; number 10, H, carries 0.30; number 11, H, carries 0.28; number 12, H, carries 0.35; number 13, H, carries 0.42; number 14, H, carries 0.42; number 15, H, carries 0.41; number 16, H, carries 0.38; number 17, H, carries 0.34; number 18, H, carries 0.34; number 19, H, carries 0.22; number 20, H, carries 0.44; number 21, H, carries 0.21; number 22, H, carries 0.24; number 23, H, carries 0.19; number 24, H, carries 0.30; number 25, H, carries 0.22

---

#Q
A molecular structure, C6H17N2. Source: the Open Molecules 2025 dataset; level of theory: ωB97M-V/def2-TZVPD.

- LUMO level (Eh) = -0.3075
- HOMO (eV) = -13.6771
- charge = +1

XYZ file:
```
25
C6H17N2 ωB97M-V/def2-TZVPD
C 0.47 -1.18 -0.63
N -0.48 -0.74 -1.76
C -1.70 -0.03 -1.27
C -2.61 0.47 -2.41
C 1.17 -0.05 0.23
N 0.04 0.28 0.97
C 2.64 0.19 2.24
C 2.39 -0.60 0.98
H 1.23 -1.80 -1.26
H -0.06 -1.85 0.11
H -0.72 -1.56 -2.32
H -1.37 0.85 -0.75
H -2.18 -0.75 -0.58
H -2.18 1.32 -2.91
H -2.82 -0.24 -3.31
H -3.51 1.00 -1.92
H 1.37 0.91 -0.49
H -2.69 1.85 1.70
H 0.12 1.11 1.62
H -2.38 1.91 2.45
H 3.01 -0.50 3.05
H 3.12 1.17 2.11
H 1.61 0.27 2.65
H 2.22 -1.69 1.19
H 3.32 -0.35 0.30
```

Charges obtained by Mulliken population analysis, quoted in units of e: number 1, C, carries -0.90; number 2, N, carries -0.30; number 3, C, carries -0.15; number 4, C, carries -1.15; number 5, C, carries 0.39; number 6, N, carries -0.34; number 7, C, carries -1.06; number 8, C, carries -0.32; number 9, H, carries 0.35; number 10, H, carries 0.41; number 11, H, carries 0.31; number 12, H, carries 0.23; number 13, H, carries 0.35; number 14, H, carries 0.36; number 15, H, carries 0.32; number 16, H, carries 0.32; number 17, H, carries 0.32; number 18, H, carries -0.10; number 19, H, carries 0.30; number 20, H, carries 0.10; number 21, H, carries 0.33; number 22, H, carries 0.34; number 23, H, carries 0.25; number 24, H, carries 0.36; number 25, H, carries 0.29

---

In terms of stability, #P leads; the second structure lies 167.8 kcal/mol higher.

---

#P
A gas-phase ion, C6H17N2 (charge +1). Source: the Open Molecules 2025 dataset; level of theory: ωB97M-V/def2-TZVPD.

- LUMO level (Eh) = -0.1061
- HOMO (eV) = -13.3864
- structure (SMILES) = C[NH2+]CCC[C@H](C)N
- charge = +1

XYZ file:
```
25
C6H17N2 ωB97M-V/def2-TZVPD
C 1.07 -2.27 -0.64
N 0.08 -1.49 -1.44
C -1.29 -1.45 -0.78
C -1.25 -0.62 0.47
C -1.03 0.88 0.24
C 0.27 1.37 0.92
C 0.37 2.89 0.78
N 1.43 0.68 0.31
H 1.20 -1.76 0.30
H 1.97 -2.32 -1.25
H 0.70 -3.28 -0.49
H 0.44 -0.55 -1.61
H -0.02 -2.05 -2.28
H -1.52 -2.49 -0.55
H -1.97 -1.05 -1.53
H -2.11 -0.84 1.09
H -0.53 -1.04 1.20
H -1.78 1.45 0.80
H -1.13 1.18 -0.81
H 0.09 1.08 1.96
H -0.31 3.34 1.50
H -0.01 3.29 -0.14
H 1.33 3.29 1.12
H 2.07 0.35 1.02
H 1.96 1.39 -0.19
```

Charges obtained by Mulliken population analysis, quoted in units of e: number 1, C, carries -0.89; number 2, N, carries -0.13; number 3, C, carries -0.89; number 4, C, carries -0.65; number 5, C, carries -0.88; number 6, C, carries 0.21; number 7, C, carries -1.63; number 8, N, carries -0.49; number 9, H, carries 0.29; number 10, H, carries 0.36; number 11, H, carries 0.37; number 12, H, carries 0.34; number 13, H, carries 0.38; number 14, H, carries 0.40; number 15, H, carries 0.40; number 16, H, carries 0.46; number 17, H, carries 0.42; number 18, H, carries 0.35; number 19, H, carries 0.51; number 20, H, carries 0.29; number 21, H, carries 0.42; number 22, H, carries 0.42; number 23, H, carries 0.43; number 24, H, carries 0.24; number 25, H, carries 0.26

---

#Q
2 unconnected molecules or ions with the total composition C6H17N2. Source: the Open Molecules 2025 dataset; level of theory: ωB97M-V/def2-TZVPD.

- LUMO level (Eh) = -0.2433
- HOMO (eV) = -12.8972
- charge = +1

XYZ file:
```
25
C6H17N2 ωB97M-V/def2-TZVPD
C 2.15 1.98 0.34
C 1.59 0.94 1.34
C 0.85 -0.12 0.66
C -0.42 0.04 -0.07
C -1.62 -0.43 0.85
N -2.84 -0.40 0.13
C -3.40 -1.63 -0.40
N 2.67 -0.29 -1.91
H 2.95 1.52 -0.24
H 1.37 2.26 -0.38
H 2.48 2.87 0.90
H 2.34 0.52 2.01
H 1.33 -1.07 0.46
H 0.96 1.50 2.05
H -0.63 1.09 -0.35
H -0.46 -0.60 -0.97
H -1.65 0.29 1.69
H -1.25 -1.41 1.18
H -3.53 0.13 0.65
H -2.57 -2.09 -0.95
H -3.80 -2.38 0.28
H -4.11 -1.32 -1.20
H 2.34 0.20 -2.72
H 3.24 -1.09 -2.15
H 2.01 -0.51 -1.19
```

Charges obtained by Mulliken population analysis, quoted in units of e: number 1, C, carries -1.15; number 2, C, carries -0.46; number 3, C, carries -0.64; number 4, C, carries -0.10; number 5, C, carries -0.83; number 6, N, carries -0.24; number 7, C, carries -0.87; number 8, N, carries -0.55; number 9, H, carries 0.46; number 10, H, carries 0.34; number 11, H, carries 0.34; number 12, H, carries 0.38; number 13, H, carries 0.80; number 14, H, carries 0.28; number 15, H, carries 0.33; number 16, H, carries 0.36; number 17, H, carries 0.38; number 18, H, carries 0.39; number 19, H, carries 0.27; number 20, H, carries 0.28; number 21, H, carries 0.31; number 22, H, carries 0.33; number 23, H, carries 0.22; number 24, H, carries 0.23; number 25, H, carries 0.14

---

#R
A gas-phase ion, C6H17N2 (charge +1). Source: the Open Molecules 2025 dataset; level of theory: ωB97M-V/def2-TZVPD.

- LUMO level (Eh) = -0.1270
- HOMO (eV) = -13.3708
- structure (SMILES) = CCCCNCC[NH3+]
- charge = +1

XYZ file:
```
25
C6H17N2 ωB97M-V/def2-TZVPD
C -1.77 2.96 0.38
C -1.97 1.44 0.28
C -1.27 0.84 -1.01
C 0.18 0.44 -0.76
N 0.51 -0.99 -1.02
C 0.26 -1.81 0.18
C 1.52 -2.15 0.94
N 2.75 -1.55 0.23
H -2.52 3.50 -0.22
H -0.79 3.24 0.01
H -1.98 3.36 1.37
H -2.99 1.06 0.32
H -1.46 1.09 1.19
H -1.88 -0.04 -1.19
H -1.33 1.65 -1.73
H 0.46 0.72 0.26
H 0.81 1.01 -1.45
H -0.08 -1.38 -1.73
H -0.48 -1.51 0.95
H -0.39 -2.64 -0.15
H 1.56 -1.81 1.97
H 1.84 -3.21 0.93
H 2.68 -1.86 -0.74
H 2.74 -0.54 0.30
H 3.62 -1.82 0.68
```

Charges obtained by Mulliken population analysis, quoted in units of e: number 1, C, carries -1.26; number 2, C, carries -0.50; number 3, C, carries -0.53; number 4, C, carries -0.82; number 5, N, carries -0.42; number 6, C, carries -0.34; number 7, C, carries -0.71; number 8, N, carries -0.32; number 9, H, carries 0.33; number 10, H, carries 0.31; number 11, H, carries 0.38; number 12, H, carries 0.42; number 13, H, carries 0.24; number 14, H, carries 0.33; number 15, H, carries 0.38; number 16, H, carries 0.37; number 17, H, carries 0.36; number 18, H, carries 0.30; number 19, H, carries 0.22; number 20, H, carries 0.51; number 21, H, carries 0.38; number 22, H, carries 0.35; number 23, H, carries 0.36; number 24, H, carries 0.29; number 25, H, carries 0.36

---

In terms of stability, #P leads; the second structure lies 24.9 kcal/mol higher.

---

#P
2 unconnected molecules or ions with the total composition C6H7O2S2. Source: the Open Molecules 2025 dataset; level of theory: ωB97M-V/def2-TZVPD.

- LUMO level (alpha / beta) (Eh) = 0.1008 / 0.1069
- HOMO (alpha / beta) (eV) = -3.0599 / -3.4817
- charge = -1

XYZ file:
```
17
C6H7O2S2 ωB97M-V/def2-TZVPD
C 0.72 2.35 0.50
C -0.55 2.63 0.87
C -0.57 0.89 -0.80
C 0.76 1.25 -0.47
C -1.70 -1.35 0.35
C 1.81 0.61 -1.07
O 4.34 -0.10 -0.80
O 3.62 1.72 0.66
S -1.72 2.16 -0.28
S 3.25 0.44 0.02
H 1.48 2.43 1.21
H -0.76 3.38 1.65
H -0.74 0.09 -1.54
H -2.67 -1.06 0.09
H -1.05 -0.71 0.91
H -1.17 -1.65 -0.49
H 1.55 -0.26 -1.65
```

Charges obtained by Mulliken population analysis, quoted in units of e: number 1, C, carries -0.72; number 2, C, carries -0.22; number 3, C, carries -1.18; number 4, C, carries 1.19; number 5, C, carries -0.85; number 6, C, carries -0.72; number 7, O, carries -0.61; number 8, O, carries -0.62; number 9, S, carries -0.26; number 10, S, carries 0.56; number 11, H, carries 0.35; number 12, H, carries 0.41; number 13, H, carries 0.55; number 14, H, carries 0.30; number 15, H, carries 0.27; number 16, H, carries 0.28; number 17, H, carries 0.28

---

#Q
2 unconnected molecules or ions with the total composition C6H7O2S2. Source: the Open Molecules 2025 dataset; level of theory: ωB97M-V/def2-TZVPD.

- LUMO level (Eh) = 0.1170
- HOMO (eV) = -3.1221
- charge = -1

XYZ file:
```
17
C6H7O2S2 ωB97M-V/def2-TZVPD
C 1.80 -0.73 -0.06
C 0.99 0.23 -0.45
C 4.28 0.14 -0.31
C -0.97 -0.55 0.55
C -0.66 -2.06 0.38
C 1.56 1.52 -0.90
O 4.34 -0.24 -1.39
O -0.51 0.18 -0.51
S 4.67 0.98 0.93
S 1.17 -2.32 0.45
H -2.08 -0.41 0.45
H -0.48 -0.15 1.50
H -1.22 -2.51 1.28
H -1.08 -2.32 -0.65
H 2.55 1.42 -1.45
H 2.01 2.16 -0.10
H 0.90 2.17 -1.34
```

Charges obtained by Mulliken population analysis, quoted in units of e: number 1, C, carries -0.56; number 2, C, carries 0.78; number 3, C, carries 0.56; number 4, C, carries -0.64; number 5, C, carries -0.43; number 6, C, carries -1.31; number 7, O, carries -0.33; number 8, O, carries -0.43; number 9, S, carries -0.38; number 10, S, carries -0.30; number 11, H, carries 0.28; number 12, H, carries 0.39; number 13, H, carries 0.26; number 14, H, carries 0.27; number 15, H, carries 0.24; number 16, H, carries 0.17; number 17, H, carries 0.43

---

In terms of stability, #Q leads; the second structure lies 52.3 kcal/mol higher.